[1]
Entry from the Open Molecules 2025 dataset: a 2-piece molecular cluster, C5H14P4 overall (ωB97M-V/def2-TZVPD).

Its spin multiplicity is 1. The charge is 0.

Structure (XYZ):
```
23
Properties=species:S:1:pos:R:3:forces:R:3:lowdin_charge:R:1
C -1.68301 -0.26055 -0.67670 -2.2 0.5 -1.2 -0.259
C -0.43322 0.55020 -0.66207 -0.3 -1.1 -0.1 -0.185
C -3.91670 -1.09678 0.17411 0.0 2.6 -2.0 -0.096
C -2.81595 -0.03154 0.31873 0.8 -0.3 1.0 -0.272
C -0.13750 1.42036 0.28617 -1.2 -0.2 0.2 -0.008
P 3.21872 -1.80729 0.80281 0.1 0.0 1.2 0.415
P 4.02577 1.99806 -1.22887 0.0 -0.4 0.1 0.281
P 3.65942 0.30839 1.42508 -1.3 0.1 0.2 0.106
P 5.14871 0.86723 0.01551 0.4 0.2 -1.3 0.057
H -2.21551 -0.03742 -1.60660 0.4 0.2 -0.6 0.111
H 0.18674 0.33307 -1.53878 0.2 0.5 0.4 0.099
H -4.86480 -0.93621 0.63686 -0.4 0.5 0.9 0.061
H -3.61068 -2.05859 0.38978 0.9 -2.0 0.4 0.045
H -4.14869 -0.99945 -0.88919 -0.2 -0.7 -0.2 0.075
H -2.31037 -0.16205 1.26972 -0.4 0.6 0.8 0.097
H -3.18919 0.97885 0.12966 -0.1 -0.1 0.7 0.116
H -0.85344 1.56056 1.11805 0.7 0.1 -0.5 0.067
H 0.70766 2.04638 0.18841 0.8 0.5 0.2 0.016
H 3.32111 -1.59100 -0.58427 -0.8 0.2 -0.1 -0.194
H 1.80744 -1.72314 1.19759 0.8 0.1 -1.1 -0.162
H 5.03765 1.98580 -2.21941 0.1 0.4 0.0 -0.242
H -1.64304 -1.31703 -0.77878 1.2 -1.2 0.1 0.096
H 4.70889 -0.02785 2.23220 0.6 -0.5 1.1 -0.223
```
Positions in Å, forces in eV/Å.

[2]
Entry from the Open Molecules 2025 dataset: C28H26Cl2N2O11S4Tl as an isolated structure (ωB97M-V/def2-TZVPD).

Its spin multiplicity is 1. The charge is -1.

Structure (XYZ):
```
74
Properties=species:S:1:pos:R:3:forces:R:3:lowdin_charge:R:1
Tl 0.90767 1.20987 0.64381 -1.4 0.1 0.5 1.015
O -0.26943 5.02248 3.03384 -0.1 0.3 0.1 0.074
C -1.15034 4.44289 3.86426 0.0 -0.1 0.0 -0.271
C -1.86438 5.27277 4.73258 0.0 0.1 0.0 -0.019
C -2.77272 4.74168 5.62320 0.0 0.0 0.0 -0.096
C -2.98044 3.36583 5.68034 -0.1 -0.1 0.0 -0.103
C -2.29216 2.53900 4.81570 0.0 0.1 0.0 -0.028
C -1.38319 3.05834 3.89109 0.1 0.1 0.0 -0.093
C -0.69424 2.16522 2.93034 -0.1 -0.5 0.0 -0.415
O 0.20326 2.67436 2.15704 0.1 -0.1 0.1 -0.092
N -1.05713 0.90419 2.95195 -0.3 0.3 0.2 0.020
N -0.44582 0.10034 2.02249 -0.1 -0.6 0.4 -0.139
C -0.55152 -1.14998 2.30053 -0.2 0.6 0.2 -0.860
S -1.38304 -1.57794 3.78835 0.0 -0.3 0.1 0.962
C -1.21567 -3.37560 3.51413 -0.1 0.3 0.0 -0.525
C 0.08683 -3.59069 2.78061 0.0 0.1 -0.2 -0.501
S 0.08229 -2.46222 1.35013 0.0 -0.3 0.0 0.976
H 0.13596 4.31397 2.49077 0.0 -0.1 0.0 0.079
H -1.68483 6.33863 4.67147 0.0 0.0 0.0 0.113
H -3.32938 5.40020 6.27890 0.0 0.0 0.0 0.097
H -3.68398 2.94770 6.38859 0.0 0.0 0.0 0.092
H -2.44075 1.46914 4.83407 0.0 0.0 0.0 0.101
H -2.06366 -3.70880 2.91605 0.0 -0.1 0.0 0.070
H -1.22771 -3.86985 4.48496 0.0 0.0 0.0 0.074
H 0.19726 -4.60882 2.40819 0.0 0.0 0.0 0.078
H 0.94206 -3.33120 3.40475 0.0 -0.1 0.0 0.083
O 4.06217 0.51877 3.15268 0.1 0.0 -0.2 -0.279
S 3.42087 0.60146 1.87005 0.5 -0.6 0.9 0.517
O 2.26105 -0.32652 1.71966 0.3 0.2 0.1 -0.380
O 2.98285 1.94153 1.47212 0.4 0.0 0.0 -0.326
C 4.50146 -0.14122 0.65914 -0.3 0.1 0.0 -0.222
C 5.34290 -1.13193 1.14313 0.1 0.2 0.0 -0.056
C 5.98766 -1.98590 0.26376 0.0 0.0 -0.1 -0.073
C 5.75670 -1.87364 -1.09896 0.1 0.0 0.1 -0.070
C 4.92008 -0.88023 -1.58265 -0.1 0.1 0.0 -0.048
C 4.28364 -0.00641 -0.71128 0.0 0.2 -0.1 -0.201
S 3.43891 1.38721 -1.50251 0.5 0.2 -0.6 0.539
O 4.19732 2.54135 -1.11685 -0.2 0.0 0.2 -0.267
O 3.44848 1.06548 -2.90960 -0.1 -0.1 0.2 -0.305
O 2.00182 1.42917 -1.04412 1.0 0.1 -1.5 -0.373
H 5.47112 -1.21427 2.21381 0.0 0.0 0.0 0.112
H 6.65406 -2.74903 0.64480 0.0 0.0 0.0 0.101
H 6.23426 -2.55510 -1.79124 0.0 0.0 0.0 0.102
H 4.73102 -0.75313 -2.63898 0.1 -0.1 0.0 0.109
Cl -4.15596 1.32827 -0.99755 -0.2 -0.2 0.0 0.582
C -3.16374 2.77916 -0.72510 0.5 0.0 0.0 -0.982
Cl -3.33712 3.34652 0.94016 0.0 0.1 0.0 0.645
C -1.69092 2.40244 -1.08969 -0.3 0.1 -0.1 -0.750
O -1.35589 2.63212 -2.23944 0.1 -0.1 0.1 0.052
O -1.06342 1.84550 -0.13945 -0.3 0.1 -0.1 -0.133
H -3.52881 3.55073 -1.39132 0.0 0.0 0.0 0.057
C -2.23570 -3.10375 -6.60273 0.0 0.1 0.1 -0.055
C -1.80701 -2.51805 -5.28454 0.0 -0.1 0.0 -0.267
C -2.39144 -2.95271 -4.09994 0.0 0.0 0.0 -0.019
C -2.04471 -2.39269 -2.88191 0.1 0.1 0.1 -0.206
C -2.68517 -2.89338 -1.61253 -0.1 0.1 -0.1 -0.036
C -1.06278 -1.38695 -2.84285 0.0 -0.3 -0.2 -0.086
C -0.75808 -0.79707 -1.52118 -0.1 0.0 0.2 -0.184
O 0.35261 -0.64548 -1.04730 -0.2 -0.2 -0.3 -0.024
C -0.43484 -0.95467 -4.02003 -0.1 -0.1 0.1 -0.174
C 0.60350 0.12225 -4.01664 0.1 0.1 0.1 -0.017
C -0.83827 -1.52896 -5.22284 0.0 0.0 0.0 -0.005
H -2.41622 -4.17513 -6.51314 0.0 0.0 0.0 0.074
H -1.48215 -2.93337 -7.37060 0.0 0.0 0.0 0.072
H -3.16497 -2.63384 -6.93346 0.0 0.0 0.0 0.082
H -3.14019 -3.73792 -4.12592 0.0 0.0 0.0 0.113
H -3.30100 -3.76814 -1.81914 0.0 0.0 0.0 0.076
H -3.32042 -2.12213 -1.16830 0.0 0.0 0.0 0.083
H -1.93542 -3.16563 -0.87177 0.0 0.0 0.1 0.055
H -1.64694 -0.49846 -0.93578 0.1 0.0 0.1 0.120
H 0.18813 1.05372 -3.62911 0.0 0.1 0.0 0.088
H 0.97465 0.29848 -5.02556 0.0 0.0 0.0 0.084
H 1.44824 -0.12067 -3.37466 0.0 0.0 -0.1 0.064
H -0.36726 -1.18925 -6.13884 0.0 0.0 0.0 0.114
```
Positions in Å, forces in eV/Å.

Listing strongest force on any atom for the structures above in their given order: 3.3; 1.8 eV/Å.
Listing calculated total energy for the structures above in their given order: -42564.005; -128042.640 eV.